{"formula": "C23H21N3O5S2", "method": "the ωB97M-V functional and the def2-TZVPD basis", "symbols": ["C", "C", "S", "C", "N", "C", "C", "O", "C", "O", "C", "C", "C", "C", "C", "S", "O", "O", "N", "C", "C", "C", "C", "C", "C", "C", "C", "N", "C", "O", "C", "C", "C", "H", "H", "H", "H", "H", "H", "H", "H", "H", "H", "H", "H", "H", "H", "H", "H", "H", "H", "H", "H", "H"], "positions_angstrom": [[1.834, -1.570, -8.021], [1.116, -1.217, -6.768], [1.054, 0.441, -6.226], [0.126, -0.019, -4.850], [-0.294, 0.874, -3.927], [-0.988, 0.393, -2.955], [-1.525, 1.322, -1.903], [-1.723, 0.617, -0.683], [-1.306, 1.220, 0.449], [-0.813, 2.316, 0.476], [-1.523, 0.370, 1.646], [-1.834, -0.986, 1.559], [-1.990, -1.741, 2.710], [-1.819, -1.153, 3.954], [-1.517, 0.194, 4.032], [-1.085, 0.920, 5.617], [-1.506, 0.050, 6.673], [-1.502, 2.284, 5.644], [0.595, 0.843, 5.538], [1.120, -0.475, 5.807], [1.158, 1.603, 4.492], [1.796, 1.016, 3.403], [2.299, 1.807, 2.385], [2.166, 3.183, 2.435], [1.541, 3.770, 3.524], [1.047, 2.990, 4.552], [-1.368, 0.963, 2.897], [-1.291, -0.924, -2.834], [-0.883, -1.929, -3.724], [-1.192, -3.082, -3.504], [-0.117, -1.390, -4.823], [0.458, -2.071, -5.933], [0.356, -3.542, -6.165], [1.152, -2.045, -8.728], [2.639, -2.275, -7.812], [2.256, -0.683, -8.483], [-2.490, 1.729, -2.231], [-0.832, 2.156, -1.751], [-1.946, -1.449, 0.592], [-2.234, -2.790, 2.636], [-1.925, -1.714, 4.870], [2.199, -0.409, 5.933], [0.662, -0.812, 6.734], [0.888, -1.199, 5.017], [1.899, -0.056, 3.342], [2.788, 1.340, 1.543], [2.547, 3.794, 1.632], [1.440, 4.843, 3.574], [0.550, 3.436, 5.397], [-1.143, 2.015, 2.973], [-1.838, -1.225, -2.036], [-0.141, -3.743, -7.113], [1.349, -3.989, -6.206], [-0.209, -4.002, -5.361]], "e_lumo_ev": -0.1, "relative_energy_kcal_mol": 10.4, "homo_lumo_gap_ev": 8.129, "total_charge": 0, "smiles": "Cc1sc2nc(COC(=O)c3cccc(S(=O)(=O)N(C)c4ccccc4)c3)[nH]c(=O)c2c1C"}